Here is the molecule C5H10O2 in a non-equilibrium geometry from OMol25. Energies are from the ωB97M-V functional and the def2-TZVPD basis.

Each line ends with the natural charge from an NBO analysis.
Positions of all 17 atoms, in Å:
C 0.0518 1.4444 -2.2732  -0.25
O -0.5614 0.7039 -1.2439  -0.52
C 0.4098 0.3332 -0.3378  -0.01
C -0.0654 -0.6940 0.7148  -0.41
C 0.4173 -0.5521 2.1595  -0.62
C -1.2913 -1.5110 0.5142  0.44
O -1.7935 -2.2082 1.3694  -0.55
H 0.5530 2.3311 -1.8642  0.17
H -0.7252 1.7503 -2.9680  0.20
H 0.8033 0.8354 -2.7974  0.17
H 0.9165 1.1512 0.1717  0.18
H 1.2942 -0.2069 -0.9498  0.12
H 0.6644 -1.1947 0.0345  0.29
H 0.0467 -1.4038 2.7405  0.25
H 1.5093 -0.5851 2.1736  0.21
H 0.1038 0.3614 2.6893  0.21
H -1.6404 -1.5352 -0.5333  0.12

## Properties
- energy (eV) = -9439.461
- SMILES string = COC[C@@H](C)C=O
- max |F| (eV/A) = 3.5
- gap between HOMO and LUMO (eV) = 10.3404